Record 1
This record from the OMol25 dataset describes a 6-piece molecular cluster, C21H26F6NO15 overall at a distorted geometry. The level of theory is ωB97M-V/def2-TZVPD.

The geometry in XYZ format:
```
69
Properties=species:S:1:pos:R:3:forces:R:3
F 3.0032 5.4239 4.8698 -0.009 -0.067 0.077
F 2.4311 -4.3496 3.4600 -0.059 0.013 -0.091
F -0.4345 2.2990 -1.4286 -0.083 0.172 -0.006
F -1.4938 -0.9641 -1.6449 -0.031 -0.008 -0.055
F 2.8832 -0.4511 -4.1250 -0.069 -0.003 0.031
F -4.7512 2.9206 -1.4407 0.031 0.057 0.000
O 1.8553 -3.6806 -3.5105 0.039 0.033 -0.087
O -5.5556 -0.2931 -3.3247 -0.073 0.094 -0.119
O 3.1826 3.2044 4.4836 -0.049 -0.055 -0.179
O -2.8293 3.9135 -4.1244 -0.054 -0.032 0.069
O -3.4674 -0.2259 -2.4739 0.054 0.050 0.291
O -4.8095 4.3514 -3.1963 -0.063 -0.159 -0.155
O 1.0654 -3.4624 -1.4194 -0.072 0.081 0.097
O 1.0348 2.6677 4.2577 -0.039 0.117 -0.114
O 0.4934 -3.2866 3.0016 0.088 0.005 0.338
O -1.6013 -2.9677 2.2738 -0.098 0.149 -0.146
O 2.5721 1.0345 4.3825 -0.005 -0.134 0.009
O -4.0295 5.6757 -4.8531 -0.012 0.138 -0.048
O -0.9300 -4.9892 3.0189 0.050 -0.004 0.027
O -4.7612 -1.9974 -2.0800 0.077 0.019 0.005
O 2.1072 -1.7441 -2.4467 0.283 -0.190 0.024
N 0.9842 0.6051 1.9345 0.268 0.228 -0.085
C 2.9725 -1.6829 -3.5791 -0.156 0.094 0.000
C -0.7766 -3.6958 2.7212 0.131 -0.148 -0.089
C 0.3548 -5.5346 3.3680 0.016 -0.106 0.039
C -4.4550 3.0524 -2.7630 -0.003 0.145 -0.001
C -2.8415 -0.9416 -1.4316 -0.103 -0.009 -0.129
C 2.0326 1.2176 1.1012 0.294 0.487 -0.892
C 0.5521 1.4599 -0.9393 -0.010 0.082 -0.196
C 2.4060 -2.7668 -4.4721 0.018 -0.036 -0.087
C -3.9005 4.7484 -4.1357 0.064 -0.067 0.150
C 1.1220 -4.2949 3.7875 -0.042 -0.046 -0.136
C 1.7378 -1.1713 0.7228 1.216 -0.476 0.483
C -2.9640 3.0281 -3.0103 0.104 -0.110 -0.097
C -4.6961 -0.7977 -2.6955 0.057 -0.154 -0.023
C 1.3587 2.1873 0.1177 -0.193 -0.401 0.183
C 1.6164 -3.0177 -2.3730 -0.085 -0.008 -0.167
C 2.3000 2.1883 4.3978 0.081 0.191 0.023
C 2.7246 -0.0106 0.4741 -0.235 0.139 0.374
C 1.0708 4.0959 4.4523 -0.103 0.025 0.033
C -3.4713 -2.3139 -1.5493 -0.011 -0.096 0.083
C 2.5176 4.4144 4.1295 0.009 0.008 0.106
C 0.7733 -0.6282 1.6776 -0.476 0.015 -0.123
H -2.5842 2.0414 -3.2521 0.023 0.048 -0.176
H 3.9995 -1.8503 -3.2513 0.028 0.073 -0.034
H 0.4700 1.1963 2.5788 -0.177 -0.292 0.238
H 0.8440 4.3224 5.4936 0.070 0.035 0.023
H 0.6711 2.8185 0.6872 0.015 0.144 -0.057
H -3.5681 -2.8352 -0.6015 -0.131 0.043 0.007
H 2.7114 4.6256 3.0756 0.051 0.068 0.024
H 0.0399 0.5835 -0.5467 0.011 -0.105 0.038
H 1.1628 1.1616 -1.7889 0.073 -0.118 -0.024
H 0.8034 -5.9898 2.4849 0.067 0.045 -0.002
H -3.0336 -0.4357 -0.4836 0.131 0.010 0.032
H 2.9941 0.1424 -0.5649 -0.111 -0.013 -0.096
H 2.1086 2.8279 -0.3389 0.066 0.071 -0.002
H -2.4180 3.4321 -2.1586 -0.102 0.018 0.089
H -5.0265 2.3113 -3.3233 -0.040 -0.057 0.114
H -2.9224 -2.9336 -2.2598 0.066 0.047 -0.011
H -0.0307 -1.1983 2.1258 -0.086 0.140 0.122
H 2.7375 1.8059 1.6831 -0.112 -0.207 0.448
H 3.6322 -0.2074 1.0389 0.113 0.004 -0.121
H 1.0295 -4.0324 4.8416 0.105 0.004 0.015
H 1.6062 -2.3753 -5.1009 0.009 0.079 0.016
H 2.2803 -1.9392 1.2939 -0.190 -0.153 -0.034
H 3.1494 -3.2650 -5.0858 0.001 -0.128 0.107
H 0.2515 -6.2748 4.1547 -0.171 0.055 0.025
H 1.3542 -1.7418 -0.1193 -0.439 0.298 -0.079
H 0.3550 4.5895 3.8023 -0.016 -0.139 -0.080
```
Forces are in eV/Å.

## Properties
Orbital gap (eV): 9.2
Charge: +1

Record 2
This record from the OMol25 dataset describes a 3-piece molecular cluster, C54H56BF10N3O8PSi overall at a distorted geometry. The level of theory is ωB97M-V/def2-TZVPD.

The geometry in XYZ format:
```
134
Properties=species:S:1:pos:R:3:forces:R:3
P 6.9983 0.3941 -4.6895 -0.529 2.851 -1.867
Si 0.6680 2.0370 -2.7576 -1.213 0.433 0.159
F 3.3095 -3.6475 1.2108 -0.637 -3.336 -3.018
F 0.5566 -6.4336 -0.7025 0.588 1.922 4.492
F 0.1432 -7.0794 1.5568 2.141 3.733 -2.640
F 2.8560 -7.3733 0.6306 -0.977 4.496 0.836
F 2.7233 -5.8588 2.4690 -1.119 -0.507 -4.894
F 5.5362 2.9981 -3.2672 -2.309 -2.777 1.540
F 0.5684 -3.8669 2.2814 -1.250 -2.410 -3.897
F 3.9870 1.2588 -3.8035 1.917 1.545 3.060
F 2.4945 -4.2356 -0.9561 1.596 -1.882 3.553
F -1.3922 -4.8293 1.3165 4.276 0.759 -0.620
O -6.7879 -1.2423 3.4456 -0.185 -0.424 0.182
O -8.0857 5.2952 1.5406 0.723 0.027 -0.257
O 6.3829 2.7953 1.5009 -0.656 0.118 -3.850
O -8.9922 -5.6407 5.5199 0.357 0.666 -0.346
O -3.1010 5.5066 -0.3613 -0.561 -0.039 0.238
O 5.7814 -4.4491 0.5207 -0.316 -0.341 -1.928
O 4.4843 0.7936 0.3902 1.450 0.185 -0.707
O 7.3303 3.3067 -0.8387 -3.047 -0.513 2.206
N 4.9806 -1.5056 -1.5944 3.363 1.802 -1.979
N 5.4737 0.9978 -1.9248 -0.613 -2.665 -1.207
N 6.2038 -0.7982 -3.6294 -0.240 0.929 2.046
C -6.4696 3.0494 1.9477 0.243 -0.248 0.008
C -6.7950 8.8711 -0.2210 -0.019 -0.336 0.130
C -1.9069 -1.8699 -2.7693 3.255 1.015 -0.805
C 1.0470 -0.8448 -3.6949 -3.330 -2.150 0.833
C 8.6183 1.0877 -3.9443 1.042 -1.078 0.125
C 4.6405 1.9588 -2.6337 -0.786 1.972 -2.504
C -3.8849 3.1365 0.8955 -0.121 -0.287 0.173
C -4.6406 7.8302 -0.5622 -0.185 0.283 -0.039
C 2.1256 1.8737 -1.5112 1.763 -1.667 0.811
C -11.5092 -2.4240 4.5909 0.312 -0.217 0.046
C -10.7120 -3.5304 4.8885 -0.200 0.238 -0.059
C 5.9936 -1.6229 -0.4358 0.834 0.858 1.441
C 3.4573 2.7648 -1.8727 -1.081 1.050 0.221
C -4.7298 4.2471 0.7687 0.129 -0.559 0.166
C 1.1164 2.8679 -4.4360 0.709 0.793 -1.623
C -5.4767 8.9427 -0.6704 0.134 -0.355 0.069
C 0.0647 -4.5387 1.0590 -2.698 0.429 0.663
C -5.1208 6.6453 0.0087 -0.090 0.583 -0.149
C 0.6859 -2.4383 -3.9452 -3.035 3.759 2.282
C -4.3326 1.9900 1.5534 0.013 0.404 -0.186
C 6.9705 -4.2118 -0.3099 1.583 -0.735 0.016
C -5.1049 -3.4365 3.8625 0.200 -0.291 0.072
C -9.5489 -1.1995 3.8836 -0.308 -0.037 0.044
C -9.3284 -3.4736 4.6810 -0.565 0.277 -0.051
C -6.4722 -3.4543 4.1675 0.592 -0.285 -0.045
C 4.2146 3.0631 2.7622 0.345 0.354 0.009
C -6.0247 4.1996 1.2828 0.118 -0.631 0.248
C -6.4314 6.5816 0.4803 -0.107 0.610 -0.196
C 7.2207 -2.6580 -0.7564 0.309 0.210 0.558
C 5.5807 -0.3901 -2.4773 -0.914 -2.210 0.593
C 3.2098 -4.7922 0.2311 1.298 2.385 0.372
C 4.7369 -5.1534 -0.2427 0.804 0.220 -1.591
C -6.9334 5.3532 1.1292 -1.425 -0.036 0.495
C -1.5320 -0.2609 -2.5196 3.491 -3.414 -2.153
C -0.8154 -2.9372 -3.4502 1.275 3.619 0.345
C -10.9267 -1.2566 4.0980 0.348 -0.076 -0.028
C -4.2348 5.4681 0.1027 1.270 0.059 -0.513
C -8.7493 -2.3150 4.1650 -0.523 0.302 -0.023
C -7.2743 7.6936 0.3547 0.121 0.253 -0.117
C -4.8826 -5.6905 4.7079 -0.363 0.106 0.035
C -4.3141 -4.5563 4.1290 -0.291 0.271 -0.033
C -5.6210 1.9489 2.0857 -0.202 0.257 -0.032
C -0.0362 0.2179 -2.9914 -0.992 -3.914 -0.663
C -7.2979 -2.2609 3.8955 0.461 1.067 -0.451
C 6.7193 -0.1558 -0.0902 -0.249 -0.191 -0.084
C 2.4127 -6.0026 0.9974 -0.318 -1.788 1.854
C 7.3461 -0.4057 -6.4213 0.957 -1.118 0.784
C -6.2455 -5.7131 5.0077 0.300 0.013 -0.083
C -0.6552 3.2087 -1.9130 -0.472 -0.205 0.238
C 0.7631 -5.9831 0.7230 -0.437 -2.907 0.458
C -8.4908 -4.6426 5.0154 -0.694 -1.279 0.646
C 5.3267 3.7900 1.7500 -1.009 0.290 2.100
C -7.0436 -4.5959 4.7277 0.600 -0.306 0.009
C 5.6792 1.1093 -0.4619 1.496 -2.526 2.299
B 6.4916 2.4649 0.0577 0.850 2.492 0.902
H 3.8215 3.8994 3.4984 0.535 -1.848 -1.587
H -12.5847 -2.4727 4.7460 0.212 -0.005 -0.015
H 7.1297 4.2860 -0.6488 0.815 -2.116 -0.138
H -3.6142 7.8918 -0.9199 -0.242 -0.191 0.125
H -9.1019 -0.2868 3.4934 0.034 -0.308 0.088
H 5.7804 4.6930 2.3636 -0.678 -1.889 -1.426
H 4.8437 -4.7770 -1.3685 -0.709 -0.863 2.270
H 4.7472 2.2246 3.4225 -0.967 1.985 -1.559
H 1.7935 2.1998 -5.1422 -1.438 1.350 1.441
H -7.4494 9.7351 -0.3137 0.112 -0.179 0.028
H -6.6834 -6.6039 5.4550 -0.060 0.310 -0.123
H 2.4791 0.7338 -1.5429 -0.839 2.295 0.214
H 5.3531 -1.8777 0.5098 1.449 -0.035 -1.914
H 0.0724 -3.8399 0.1012 0.269 -1.281 2.336
H 6.2360 -1.8115 -3.9004 -0.416 1.210 0.908
H -1.0683 -4.0798 -3.6028 0.314 2.707 0.428
H 8.3857 1.8103 -3.0485 0.348 -1.550 -1.751
H 0.1357 3.1536 -5.0353 1.953 -0.719 1.283
H 4.7807 0.2906 1.2043 -0.281 1.040 -1.463
H 8.1764 -2.2728 -0.1652 -2.098 -0.787 -1.236
H 9.2934 0.1655 -3.6510 -0.934 2.165 -0.324
H 7.5296 -2.6337 -1.8998 -0.760 0.121 2.259
H -2.2765 0.4982 -2.0195 1.615 -1.787 -1.154
H -0.8221 2.7716 -0.8391 0.092 1.023 -1.876
H 1.7621 2.0407 -0.3863 0.920 -0.186 -2.519
H 3.0871 3.6260 -2.6118 1.360 -1.940 1.416
H 3.3487 2.5477 2.1647 1.641 1.147 1.185
H 4.8391 4.2429 0.7847 0.874 -1.032 1.679
H -7.4752 3.0081 2.3633 0.226 0.171 -0.181
H -11.1730 -4.4366 5.2779 0.286 0.158 -0.074
H 7.0338 0.3685 -7.2519 0.606 -1.659 1.890
H -11.5468 -0.3912 3.8748 0.137 -0.157 0.038
H -5.0994 9.8645 -1.1075 -0.060 -0.185 0.073
H 7.9070 -4.5493 0.3490 -2.166 0.764 -1.403
H 7.0192 -4.8929 -1.2773 -0.426 1.237 2.028
H 6.7119 -1.4097 -6.4842 1.448 2.165 -0.168
H 1.4926 -3.1289 -4.4377 -1.945 1.323 1.075
H -0.2893 4.3203 -1.8327 -0.730 -2.158 -0.115
H 3.7669 3.3237 -0.8810 0.044 -1.341 -2.128
H -4.2654 -6.5603 4.9223 -0.135 0.160 -0.036
H -2.8761 3.1630 0.4869 -0.272 0.196 0.044
H 6.9358 -0.1925 1.0696 -0.391 0.371 -2.380
H -2.9673 -2.2810 -2.4245 2.598 0.953 -0.889
H 8.5178 -0.6336 -6.4282 -2.663 0.293 -0.459
H -8.3028 7.6468 0.7083 0.290 -0.156 -0.021
H 5.1100 -2.4199 -2.1166 -0.436 1.469 0.490
H 9.1559 1.7050 -4.8069 -1.330 -1.405 1.753
H 7.7399 -0.0290 -0.6484 -1.894 -0.274 0.896
H 2.1215 -0.4794 -4.0394 -2.567 -0.637 0.860
H -5.9667 1.0588 2.6069 0.031 0.131 -0.096
H -1.6674 3.1799 -2.5104 1.902 0.173 1.272
H -4.6525 -2.5538 3.4133 -0.272 -0.140 0.137
H -3.6739 1.1301 1.6544 -0.118 0.152 -0.010
H 1.7038 3.8972 -4.2952 -1.259 -2.178 -0.198
H -3.2537 -4.5422 3.8865 -0.198 0.014 0.031
H 5.0001 -6.2934 -0.2572 -1.018 2.027 0.279
```
Forces are in eV/Å.

## Properties
Orbital gap (eV): 6.3
Charge: +1

Record 3
This record from the OMol25 dataset describes C14H16F12INO3Si as an isolated structure at a distorted geometry. The level of theory is ωB97M-V/def2-TZVPD.

The geometry in XYZ format:
```
48
Properties=species:S:1:pos:R:3:forces:R:3
I -4.3655 0.6379 1.8432 -1.759 0.027 0.189
Si -1.7450 -0.8463 0.7919 1.477 -0.550 -0.908
F -1.4189 3.8247 2.8404 0.077 1.753 1.262
F 1.0295 2.6420 2.0918 0.001 0.210 0.480
F 3.8488 0.6742 -3.1496 -0.075 -0.134 -0.607
F 0.0417 3.5229 -1.1128 0.348 -0.865 0.600
F 0.3946 4.5068 1.1356 0.491 0.435 0.172
F 2.6432 3.2185 -0.4114 0.084 -0.165 0.512
F 3.5074 2.8477 -3.0002 -0.232 0.212 -0.580
F 2.2512 1.2205 0.5400 0.442 1.534 -0.300
F 1.0806 1.7513 -2.5956 0.542 -0.194 -0.153
F 2.0100 0.0699 -1.5480 0.565 0.064 -0.602
F -2.2053 3.4334 0.8610 0.034 0.831 -0.451
F -0.3881 1.5083 -0.3168 -0.118 -0.389 -0.492
O -1.7452 -0.9607 -0.8790 -0.620 0.511 1.554
O -0.2201 -0.9879 1.4770 -2.090 0.290 0.354
O -2.5894 -2.1653 1.2675 0.048 0.928 0.320
N 0.1122 -3.0899 -0.3180 -0.515 0.311 0.188
C 1.2722 -2.4651 0.3831 -1.537 -1.199 -1.403
C -0.7072 -1.1809 -1.7706 1.095 0.518 -0.419
C 0.3959 2.5796 -0.1948 0.269 1.055 0.587
C -1.6344 1.5886 2.2667 1.043 1.030 0.036
C -1.3214 3.0501 1.7937 0.640 -3.162 0.046
C 3.4926 1.6823 -2.3528 0.322 0.107 1.665
C 0.1648 3.1934 1.2332 -1.343 0.347 -0.639
C -2.3990 -3.2959 0.4451 -0.395 -0.751 -1.142
C -2.4150 0.8724 1.2170 0.494 -1.947 -0.374
C -0.9377 -3.8381 0.4864 0.771 0.827 -0.603
C -0.1421 -2.6011 -1.7104 -0.024 -1.250 1.472
C 1.0069 -1.0829 0.8220 0.219 2.232 0.721
C 1.8719 2.1102 -0.4159 -0.380 0.265 0.065
C 2.0796 1.3975 -1.7507 0.209 -0.038 -1.148
H -0.8606 -4.8809 0.1552 -0.544 0.040 0.101
H 1.0044 -0.3058 0.0445 0.021 -1.402 0.459
H -3.1668 -4.0227 0.7906 0.861 0.038 -0.176
H -0.6682 1.1230 2.4829 -0.162 -0.137 -0.105
H 0.8365 -2.6921 -2.1970 -0.202 0.385 -0.302
H -2.4179 1.4120 0.2842 -0.372 -0.095 -0.084
H -1.1024 -0.9768 -2.7521 -0.139 -0.075 -0.627
H -2.1845 1.5759 3.2106 0.214 0.535 -0.109
H -0.5983 -3.7838 1.5303 -0.138 -0.132 -0.252
H 0.0866 -0.4275 -1.6161 -0.660 -0.753 -0.167
H 4.2285 1.7544 -1.5272 -0.299 -0.187 -0.312
H -2.6900 -3.0077 -0.6077 0.381 -0.549 0.939
H 1.7477 -0.7170 1.5618 -0.014 -0.530 -0.373
H 1.5456 -3.0747 1.2256 0.051 -0.396 0.384
H -0.8152 -3.3203 -2.2314 0.296 0.441 0.463
H 2.0856 -2.4741 -0.3233 0.623 -0.027 -0.244
```
Forces are in eV/Å.

## Properties
Orbital gap (eV): 8.9